#1
{"formula": "CH4N2O", "method": "ωB97M-V with the def2-TZVPD basis set", "lumo_ev": 1.238, "multiplicity": 1, "e_homo_ha": -0.3060, "elements": ["C", "N", "N", "O", "H", "H", "H", "H"], "xyz": [[3.66, 0.28, -0.24], [0.18, 0.42, -0.84], [-0.06, -0.37, 0.42], [3.41, -0.41, 0.60], [0.71, 1.27, -0.67], [-0.68, 0.76, -1.20], [-0.66, -1.16, 0.12], [0.85, -0.68, 0.67]]}

#2
{"formula": "CH4N2O", "method": "ωB97M-V with the def2-TZVPD basis set", "lumo_ev": -0.308, "multiplicity": 1, "e_homo_ha": -0.3464, "elements": ["N", "C", "N", "O", "H", "H", "H", "H"], "xyz": [[1.43, -0.35, -0.14], [0.12, -0.36, -0.05], [-0.86, 1.41, 0.41], [-0.68, -1.14, -0.39], [0.59, 0.84, 0.29], [1.85, -0.79, 0.68], [-1.11, 2.39, 0.47], [-1.37, 0.92, -0.30]]}

Short version: #2 is the least stable of them.

#1
{"formula": "C6H13N", "method": "ωB97M-V with the def2-TZVPD basis set", "lumo_ev": [-5.376, -8.146], "multiplicity": 2, "s_squared": 0.755, "charge": 1, "e_homo_ha": [-0.4808, -0.4796], "elements": ["C", "C", "C", "C", "C", "C", "N", "H", "H", "H", "H", "H", "H", "H", "H", "H", "H", "H", "H", "H"], "xyz": [[0.11, -2.35, -0.49], [0.73, -1.08, -0.02], [-0.33, 0.09, 0.13], [-0.12, 1.65, 2.08], [0.30, 1.29, 0.86], [0.45, 2.57, 0.03], [-0.67, -2.05, -1.83], [0.88, -3.11, -0.65], [-0.73, -2.56, 0.24], [1.19, -1.24, 0.94], [1.37, -0.75, -0.84], [-1.15, -0.29, 0.76], [-0.77, 0.40, -0.84], [-0.33, 0.89, 2.93], [-0.59, 2.70, 2.15], [1.02, 2.44, -0.89], [0.61, 3.39, 0.70], [-0.57, 3.02, -0.39], [-0.07, -2.19, -2.70], [-1.34, -2.81, -2.15]]}

#2
{"formula": "C6H13N", "method": "ωB97M-V with the def2-TZVPD basis set", "lumo_ev": [-2.752, -7.347], "multiplicity": 2, "s_squared": 0.755, "charge": 1, "e_homo_ha": [-0.5603, -0.5686], "elements": ["C", "N", "C", "C", "C", "C", "C", "H", "H", "H", "H", "H", "H", "H", "H", "H", "H", "H", "H", "H"], "xyz": [[-0.78, -0.82, -1.98], [-0.11, -0.67, -0.68], [1.32, -0.48, -0.74], [1.71, 0.28, 0.55], [0.46, 1.12, 0.82], [-0.73, 0.24, 0.34], [-1.44, -0.20, 1.64], [-0.46, -1.86, -2.38], [-0.53, -0.09, -2.84], [-1.87, -0.67, -1.76], [2.11, -1.29, -1.07], [1.51, 0.33, -1.42], [2.61, 0.98, 0.49], [1.92, -0.28, 1.50], [0.39, 1.52, 1.83], [0.38, 1.89, 0.07], [-1.52, 0.86, -0.34], [-0.73, -0.91, 2.13], [-2.39, -0.77, 1.63], [-1.84, 0.81, 2.20]]}

Short version: #1 is the least stable of them.